{"formula": "C19H34N3O3RuS", "method": "ωB97M-V with the def2-TZVPD basis set", "multiplicity": 6, "gap_ev": [9.29, 5.41], "relative_energy_kj_mol": 56.4, "mol_weight_g_mol": 485.6, "homo_energy_ev": [-13.566, -13.720], "charge": 2, "energy_ev": -44266.4658, "elements": ["Ru", "C", "O", "C", "C", "O", "C", "C", "O", "C", "H", "H", "H", "H", "H", "H", "H", "H", "H", "H", "H", "H", "H", "H", "S", "C", "N", "C", "C", "C", "N", "H", "H", "H", "H", "H", "H", "H", "H", "C", "N", "C", "C", "C", "C", "C", "C", "C", "C", "H", "H", "H", "H", "H", "H", "H", "H", "H", "H", "H", "H"], "xyz": [[0.181100, 0.386600, -0.152100], [1.108100, -0.036900, -3.362100], [0.288300, -0.706200, -2.416800], [0.569400, -2.088900, -2.237500], [-0.560100, -2.653500, -1.371700], [-0.693900, -1.924200, -0.153100], [-0.130800, -2.530500, 1.009900], [-0.460300, -1.620600, 2.202400], [0.313600, -0.430500, 2.204500], [1.473600, -0.486600, 3.025000], [0.943100, -0.442500, -4.362600], [2.169900, -0.123200, -3.110800], [0.803000, 1.012200, -3.330000], [1.541800, -2.216200, -1.739100], [0.597600, -2.604900, -3.203300], [-0.396400, -3.717000, -1.173900], [-1.508500, -2.531300, -1.904900], [0.956100, -2.644400, 0.895000], [-0.587000, -3.514800, 1.155900], [-0.305900, -2.163200, 3.139400], [-1.512300, -1.305100, 2.127500], [1.189600, -0.711600, 4.058900], [1.929700, 0.501600, 2.982600], [2.191600, -1.238400, 2.674300], [2.539600, -0.251000, -0.206100], [4.236700, -0.006700, -0.217700], [4.795800, 1.191000, -0.243700], [6.240400, 1.373800, -0.207200], [6.874200, 0.205600, 0.540500], [6.427600, -1.092700, -0.117100], [4.978200, -1.105500, -0.190800], [4.207100, 2.010900, -0.278200], [6.457300, 2.323000, 0.282400], [6.629000, 1.421200, -1.229400], [6.557300, 0.221100, 1.584500], [7.958400, 0.284400, 0.504000], [6.749900, -1.961100, 0.457500], [6.846800, -1.172400, -1.124500], [4.504600, -1.996000, -0.169700], [-5.093000, 0.945500, -1.741800], [-3.756500, 0.527600, -1.467400], [-2.843800, 0.469600, -2.564100], [-3.233600, 0.602100, -0.141900], [-2.554200, 1.951900, 0.100200], [-3.339800, 3.075300, 0.318000], [-2.741400, 4.306400, 0.538900], [-1.360200, 4.417400, 0.529300], [-0.578000, 3.293000, 0.313100], [-1.160700, 2.048800, 0.072800], [-5.451000, 0.465600, -2.654600], [-5.162300, 2.030000, -1.902600], [-5.752400, 0.681200, -0.916100], [-3.154900, -0.314400, -3.261600], [-1.834300, 0.251400, -2.193800], [-2.819800, 1.409600, -3.128000], [-2.473400, -0.187400, -0.017100], [-4.041600, 0.456100, 0.575300], [-4.417800, 2.987800, 0.335700], [-3.353800, 5.177400, 0.714600], [-0.889100, 5.375700, 0.684900], [0.505900, 3.390400, 0.322500]], "atomic_forces_ev_per_a": [[-0.7, 0.4, 0.3], [0.2, 0.2, -0.3], [-0.2, 0.0, 0.5], [-0.1, -0.4, 0.3], [0.2, 0.1, -0.7], [0.2, 0.7, 0.0], [0.0, 0.0, 0.7], [-0.1, -0.4, -0.3], [-0.2, 0.1, -0.6], [0.3, 0.0, 0.2], [0.0, 0.0, 0.0], [-0.1, 0.0, 0.1], [0.1, -0.1, -0.1], [-0.2, 0.1, -0.2], [-0.1, 0.0, 0.0], [0.0, 0.1, 0.0], [0.1, -0.1, 0.1], [-0.1, 0.0, 0.0], [0.0, 0.1, 0.0], [-0.1, 0.0, -0.1], [0.2, -0.2, 0.1], [0.0, 0.1, -0.1], [0.0, -0.1, 0.0], [-0.1, 0.1, 0.0], [0.4, -0.4, 0.0], [-0.7, 0.0, 0.0], [0.0, 0.1, 0.0], [0.5, 0.0, 0.0], [-0.1, 0.0, -0.2], [0.5, 0.1, 0.0], [0.1, -0.1, 0.0], [-0.1, -0.3, 0.0], [0.0, -0.1, 0.0], [0.0, 0.1, 0.1], [0.1, 0.0, 0.0], [0.0, 0.0, 0.0], [0.0, 0.1, 0.0], [0.0, 0.0, 0.1], [-0.1, 0.2, 0.0], [-0.9, -0.3, -0.1], [0.0, 0.9, -0.3], [0.9, -0.4, -0.3], [0.3, -0.3, 1.0], [0.2, 0.2, -0.3], [0.0, 0.0, 0.0], [-0.1, 0.0, 0.0], [0.0, 0.0, 0.0], [0.0, 0.0, -0.1], [0.5, -0.8, -0.1], [0.1, 0.0, 0.0], [0.3, 0.0, 0.1], [0.1, 0.0, 0.0], [-0.1, 0.0, 0.0], [-0.3, 0.0, -0.2], [-0.2, 0.0, 0.2], [-0.3, 0.1, -0.1], [0.0, -0.1, -0.1], [-0.1, 0.1, 0.1], [-0.1, 0.1, 0.0], [0.0, 0.1, 0.1], [-0.1, 0.0, 0.0]]}

{"formula": "C30H50BrIrN4O10P2S3", "method": "ωB97M-V with the def2-TZVPD basis set", "multiplicity": 6, "gap_ev": [7.99, 5.22], "relative_energy_kj_mol": 24.3, "mol_weight_g_mol": 1057.0, "homo_energy_ev": [-10.463, -10.739], "charge": 1, "energy_ev": -182317.7191, "elements": ["Ir", "O", "C", "C", "C", "C", "C", "C", "C", "O", "N", "O", "O", "H", "H", "H", "H", "C", "C", "C", "C", "C", "Br", "N", "C", "H", "H", "H", "H", "H", "H", "C", "N", "C", "S", "N", "C", "H", "H", "H", "H", "H", "H", "H", "H", "C", "C", "C", "O", "P", "S", "S", "O", "C", "C", "C", "H", "H", "H", "H", "H", "H", "H", "H", "H", "H", "H", "H", "H", "H", "C", "C", "C", "C", "O", "P", "O", "O", "O", "C", "C", "C", "C", "H", "H", "H", "H", "H", "H", "H", "H", "H", "H", "H", "H", "H", "H", "H", "H", "H", "H"], "xyz": [[-1.177676, -0.414653, 0.173047], [-2.879590, -1.491884, 1.415176], [-4.090074, -1.237997, 1.362363], [-4.802864, -0.550260, 0.326579], [-6.195373, -0.453773, 0.488917], [-6.959445, 0.101471, -0.494301], [-6.380916, 0.572383, -1.682212], [-5.027549, 0.495243, -1.858871], [-4.182826, -0.047095, -0.854703], [-2.908407, -0.056428, -1.071146], [-8.413410, 0.199134, -0.310036], [-8.881605, -0.208167, 0.740189], [-9.063290, 0.685083, -1.218353], [-4.710538, -1.603158, 2.196016], [-6.669606, -0.829247, 1.387617], [-7.021421, 0.998291, -2.440973], [-4.558300, 0.866319, -2.761036], [-2.730800, -4.197924, -3.817798], [-2.026456, -3.995713, -2.506181], [-1.423635, -5.037456, -1.813806], [-0.768214, -4.801727, -0.616385], [-0.741052, -3.505249, -0.159637], [0.192351, -3.055545, 1.423694], [-1.316258, -2.493742, -0.789132], [-1.946453, -2.733568, -1.940243], [-2.711196, -5.245715, -4.114443], [-2.253342, -3.615437, -4.607780], [-3.774009, -3.883582, -3.756791], [-1.457532, -6.043394, -2.216512], [-0.280333, -5.591663, -0.063341], [-2.390061, -1.867147, -2.417351], [2.647086, 2.831417, -0.795020], [1.293316, 2.323284, -0.601837], [0.159436, 2.953974, -0.402870], [-1.331160, 2.065062, -0.298997], [0.024756, 4.288065, -0.344282], [1.045336, 5.331249, -0.311864], [3.208537, 2.042033, -1.294977], [3.137197, 3.057235, 0.154252], [2.659946, 3.710590, -1.432819], [1.179636, 1.307629, -0.674290], [-0.932881, 4.588554, -0.338959], [1.427387, 5.573451, -1.301569], [1.868333, 5.048651, 0.338215], [0.589057, 6.227609, 0.101897], [-0.375931, 0.062205, 6.221793], [0.995118, 0.034629, 5.582117], [1.383781, -1.320491, 5.034696], [1.063933, 1.113359, 4.560049], [0.672659, 1.144680, 3.046746], [1.943242, 0.210192, 1.788869], [-1.003747, 0.129928, 2.694412], [0.742830, 2.670113, 2.707065], [0.166632, 3.788881, 3.496840], [1.136321, 4.203337, 4.580529], [-1.221910, 3.458749, 4.001711], [-0.357615, -0.545063, 7.128592], [-1.135156, -0.341782, 5.553133], [-0.649841, 1.079379, 6.505944], [1.742242, 0.365910, 6.296968], [0.659986, -1.674203, 4.298714], [1.393536, -2.031174, 5.862030], [2.376366, -1.304599, 4.587242], [0.104067, 4.570557, 2.747397], [1.216804, 3.441567, 5.354844], [0.775837, 5.125381, 5.040802], [2.127390, 4.393360, 4.165378], [-1.191028, 2.677008, 4.765129], [-1.866497, 3.133384, 3.184734], [-1.656385, 4.349965, 4.459337], [2.416567, 1.244170, -4.505766], [1.811147, -0.063561, -4.033587], [0.291519, 0.037302, -3.988075], [2.271344, -1.222649, -4.903089], [2.369222, -0.236717, -2.677750], [1.735257, -1.198708, -1.570148], [1.281046, -2.504983, -2.070008], [0.673587, -0.298319, -0.866924], [2.884070, -1.229823, -0.486615], [4.230908, -1.812451, -0.618376], [5.169878, -0.634526, -0.819232], [4.477647, -2.504108, 0.709363], [4.338305, -2.802435, -1.767062], [2.130806, 1.437803, -5.541086], [3.505608, 1.198662, -4.451231], [2.062645, 2.076480, -3.890728], [-0.079343, 0.297093, -4.982707], [-0.030423, 0.812961, -3.289006], [-0.154459, -0.915741, -3.693534], [1.898234, -1.089565, -5.921660], [1.899883, -2.167569, -4.507652], [3.362378, -1.253931, -4.944025], [5.114246, 0.049313, 0.032491], [4.898102, -0.093712, -1.727669], [6.200932, -0.981139, -0.916937], [4.358204, -1.803396, 1.539703], [5.495083, -2.900381, 0.740219], [3.778165, -3.331226, 0.842749], [4.184111, -2.316225, -2.732381], [3.611691, -3.609014, -1.666492], [5.344904, -3.225078, -1.757304]], "atomic_forces_ev_per_a": [[-0.2, 0.5, 0.1], [-0.2, 0.2, 0.1], [0.2, -0.1, 0.0], [0.0, 0.0, 0.1], [0.0, 0.0, 0.0], [-0.2, 0.0, 0.0], [0.0, 0.0, 0.0], [0.0, 0.0, 0.0], [0.2, 0.0, 0.0], [-0.3, -0.1, -0.1], [-0.2, 0.0, 0.1], [0.2, 0.1, -0.3], [0.2, -0.1, 0.2], [0.0, 0.0, -0.1], [0.0, 0.0, 0.0], [0.0, 0.0, 0.0], [0.0, 0.0, 0.0], [0.0, 0.0, 0.0], [0.0, 0.0, 0.0], [0.0, -0.1, 0.0], [0.0, -0.1, 0.0], [0.1, 0.1, 0.0], [0.0, -0.2, -0.1], [0.0, -0.1, 0.1], [0.0, 0.1, 0.0], [0.0, 0.0, 0.0], [0.0, 0.0, 0.0], [0.0, 0.0, 0.0], [0.0, 0.0, 0.0], [0.0, 0.0, 0.0], [0.0, -0.1, 0.0], [0.0, -0.1, -0.1], [0.0, 0.2, 0.0], [0.2, 0.2, -0.2], [0.0, -0.1, -0.1], [0.1, -0.1, 0.1], [-0.1, 0.0, 0.1], [0.0, 0.0, 0.0], [-0.1, 0.0, 0.0], [0.0, 0.0, 0.0], [0.0, -0.1, 0.0], [-0.1, 0.1, 0.1], [0.0, 0.0, 0.0], [0.0, 0.0, 0.0], [0.0, 0.0, 0.0], [0.0, 0.0, 0.1], [-0.2, 0.0, -0.2], [0.0, 0.0, -0.1], [0.0, -0.2, 0.2], [0.3, -0.2, -0.1], [0.1, 0.1, 0.5], [-0.2, 0.0, -0.1], [-0.1, 0.2, 0.0], [0.0, -0.2, 0.1], [0.0, 0.0, 0.0], [0.0, -0.1, 0.0], [0.0, 0.0, 0.0], [0.0, 0.0, 0.0], [0.0, 0.0, 0.0], [0.1, 0.1, 0.0], [0.0, 0.0, 0.0], [0.0, 0.0, 0.0], [0.0, 0.0, 0.0], [0.0, 0.1, -0.2], [0.0, 0.0, 0.0], [0.0, 0.0, 0.0], [0.0, 0.0, 0.0], [0.0, 0.0, -0.1], [0.0, 0.0, 0.0], [0.0, 0.0, 0.0], [0.0, 0.1, 0.0], [0.1, 0.0, 0.1], [0.0, 0.0, 0.0], [0.0, 0.0, 0.0], [-0.1, -0.1, -0.2], [-0.1, 0.1, -0.2], [0.0, 0.0, 0.0], [0.1, -0.3, 0.0], [0.2, -0.2, 0.0], [-0.1, 0.1, 0.0], [0.1, 0.1, 0.0], [0.1, 0.0, 0.1], [-0.1, 0.0, -0.1], [0.0, 0.0, 0.0], [0.0, 0.0, 0.0], [0.0, -0.1, 0.0], [0.0, 0.0, 0.1], [0.0, 0.0, 0.0], [0.0, 0.0, 0.0], [0.0, 0.0, 0.1], [0.0, 0.0, 0.0], [0.0, 0.0, 0.0], [0.0, 0.0, -0.1], [0.0, 0.0, 0.0], [-0.1, 0.0, 0.0], [0.0, 0.0, -0.1], [-0.1, 0.0, 0.0], [0.0, 0.0, 0.0], [0.0, 0.0, 0.1], [0.0, 0.0, 0.0], [0.0, 0.0, 0.0]]}

- Which of these has the lowest charge?
  C30H50BrIrN4O10P2S3